Below is a structure of composition C21H21CoN4O3S2, with properties calculated with wB97M-V/def2-TZVPD.

XYZ file:
```
52
Properties=species:S:1:pos:R:3:forces:R:3:mulliken_charge:R:1
Co -1.252 1.213 -1.040 -0.2 -0.1 0.0 -0.437
C -1.057 -1.195 2.596 0.0 0.0 0.0 -1.541
C -1.289 -0.023 1.671 -0.1 0.1 0.0 1.506
N -1.266 -0.199 0.385 0.2 0.1 -0.1 0.267
N -1.124 -1.534 -0.012 0.1 0.2 -0.1 -0.642
C -1.072 -1.688 -1.292 -0.1 -0.2 0.1 0.527
S -1.168 -0.491 -2.502 -0.1 0.1 -0.1 -0.473
S -0.968 -3.372 -1.885 0.1 0.1 0.0 -0.158
C -0.154 -4.203 -0.486 0.0 -0.1 0.0 -0.903
C 1.344 -4.074 -0.514 0.0 0.0 0.0 0.323
C 2.122 -5.077 -1.086 0.0 0.0 0.0 -0.517
C 3.503 -4.964 -1.145 0.0 0.0 0.0 -0.554
C 4.129 -3.835 -0.635 0.0 0.0 0.0 -0.400
C 3.363 -2.827 -0.067 0.0 0.0 0.0 -0.594
C 1.982 -2.946 -0.003 0.0 0.0 0.0 0.459
C -1.557 1.289 2.268 0.0 -0.1 0.0 0.307
C -1.764 1.360 3.662 0.0 0.0 0.0 -0.844
C -2.033 2.528 4.333 0.0 0.0 0.0 -0.898
C -2.097 3.720 3.595 0.0 0.0 0.0 -0.350
C -1.926 3.701 2.241 0.0 0.0 0.0 -0.740
C -1.679 2.497 1.507 0.0 0.1 0.0 0.405
O -1.586 2.606 0.237 0.0 0.0 0.0 -0.445
H -0.493 -1.967 2.085 0.0 0.0 0.0 0.140
H -2.007 -1.640 2.905 0.0 0.0 0.0 0.360
H -0.519 -0.882 3.486 0.0 0.0 0.0 0.459
H -0.439 -5.252 -0.575 0.0 0.0 0.0 0.530
H -0.583 -3.800 0.429 0.0 0.0 0.0 0.258
H 1.636 -5.956 -1.495 0.0 0.0 0.0 0.342
H 4.091 -5.755 -1.595 0.0 0.0 0.0 0.352
H 5.207 -3.740 -0.684 0.0 0.0 0.0 0.363
H 3.839 -1.935 0.320 0.0 0.0 0.0 0.383
H 1.383 -2.151 0.421 0.0 0.0 0.0 0.071
H -1.737 0.448 4.242 0.0 0.0 0.0 0.286
H -2.193 2.523 5.403 0.0 0.0 0.0 0.373
H -2.290 4.661 4.099 0.0 0.0 0.0 0.353
H -1.984 4.606 1.649 0.0 0.0 0.0 0.407
C -3.341 3.558 -3.648 0.0 0.0 0.0 -0.743
O -2.935 2.629 -2.654 0.0 0.0 0.0 -0.195
C -1.567 2.488 -2.473 0.0 0.0 0.1 0.720
O -0.841 3.164 -3.188 0.0 0.0 0.0 -0.681
H -4.424 3.471 -3.723 0.0 0.0 0.0 0.206
H -2.879 3.340 -4.612 0.0 0.0 0.0 0.289
H -3.071 4.579 -3.367 0.0 0.0 0.0 0.278
N 2.902 2.141 -1.584 0.0 0.0 0.0 -0.039
C 3.100 1.398 -0.441 0.0 0.0 0.0 -0.710
C 1.856 1.010 -0.049 -0.1 0.0 0.0 -0.636
N 0.916 1.498 -0.923 0.1 0.0 0.0 0.338
C 1.569 2.172 -1.833 0.1 0.0 0.0 -0.451
H 3.611 2.579 -2.142 0.0 0.0 0.0 0.193
H 4.077 1.223 -0.029 0.0 0.0 0.0 0.417
H 1.570 0.418 0.805 0.0 0.0 0.0 0.450
H 1.095 2.687 -2.657 0.0 0.0 0.0 0.589
```
Positions in Å, forces in eV/Å.

LUMO (alpha / beta), eV: 2.7002 / 2.6967
Net charge: -1
Spin multiplicity: 2
Gap between HOMO and LUMO (alpha / beta), eV: 6.7557 / 6.9107
⟨S²⟩: 0.76
Max |F|, Eh/bohr: 0.005
Energy relative to the best compared isomer or geometry (same formula, charge and spin), eV: 0.0000

***

Below is a structure of composition C21H21CrN3PS2 in a non-equilibrium geometry, with properties calculated with wB97M-V/def2-TZVPD.

XYZ file:
```
49
Properties=species:S:1:pos:R:3:forces:R:3:mulliken_charge:R:1
Cr 5.837 10.802 8.774 -0.1 0.3 0.5 0.060
C 4.751 5.998 6.579 -0.6 -1.5 -2.6 -0.746
S 5.895 7.110 5.652 -0.6 -0.5 1.0 -0.011
C 5.950 8.514 6.674 -0.6 0.1 1.1 0.574
S 5.127 8.624 8.292 0.5 -0.2 -1.2 -0.441
N 6.636 9.470 6.145 0.4 1.3 0.3 -1.003
N 6.660 10.626 6.938 -1.2 -1.9 0.1 0.412
C 6.966 11.714 6.396 1.9 0.4 -2.1 -0.622
C 6.916 12.954 7.142 -0.1 0.2 -0.7 1.022
C 7.255 14.161 6.536 -0.5 -0.7 -1.1 -0.962
C 6.850 15.313 7.137 -0.6 1.5 0.6 -0.240
C 6.183 15.259 8.361 0.6 1.6 0.4 -0.850
C 5.992 14.033 8.915 -0.7 -1.3 2.1 -0.096
N 6.331 12.872 8.329 -0.4 0.4 0.4 0.181
H 5.203 4.951 6.555 -0.7 1.4 -0.3 0.312
H 3.715 6.042 6.071 1.8 -0.3 0.8 0.272
H 4.644 6.233 7.592 0.0 0.7 1.4 0.301
H 7.342 11.701 5.355 -0.3 0.1 0.5 0.366
H 7.582 14.164 5.496 0.3 -0.1 0.4 0.383
H 6.928 16.299 6.686 0.4 -0.3 -0.2 0.414
H 5.941 16.201 8.930 0.0 -1.3 -0.8 0.369
H 5.551 13.904 9.930 0.3 0.4 -1.0 0.538
C 4.749 11.010 12.683 0.8 0.2 -0.5 -1.481
P 5.974 11.082 11.293 -1.2 -0.2 0.4 1.074
C 6.913 9.614 11.782 -1.0 -0.2 -0.2 0.845
C 6.276 8.420 11.478 -2.4 -0.4 -1.6 -0.270
C 6.704 7.238 11.991 0.4 -2.7 -0.2 -0.835
C 7.834 7.179 12.779 1.0 -0.7 0.6 -0.314
C 8.455 8.358 13.131 0.1 0.1 -0.2 -0.756
C 7.973 9.553 12.642 0.6 0.7 -0.1 -0.150
C 6.951 12.558 11.559 0.5 -0.4 0.0 0.302
C 8.154 12.537 10.887 1.1 0.2 -1.1 -0.397
C 8.951 13.690 10.843 -1.0 -1.2 0.7 -1.099
C 8.578 14.789 11.581 0.4 1.0 -0.4 -0.400
C 7.403 14.824 12.307 0.5 -0.2 -0.2 -0.794
C 6.600 13.699 12.246 -1.6 0.8 1.6 0.047
H 5.346 11.103 13.578 0.2 0.2 0.4 0.489
H 4.428 9.988 12.652 -0.6 -0.5 0.0 0.466
H 3.928 11.711 12.709 -0.1 0.1 -0.3 0.414
H 5.367 8.289 10.795 1.4 0.8 1.0 0.014
H 6.275 6.244 11.693 0.1 1.3 0.2 0.332
H 8.307 6.220 13.080 -0.7 0.7 -0.2 0.353
H 9.348 8.382 13.714 0.4 -0.2 0.4 0.437
H 8.474 10.471 12.843 0.4 0.5 0.5 0.420
H 8.431 11.622 10.323 0.0 0.7 0.4 0.372
H 9.867 13.718 10.326 0.9 -0.1 -0.7 0.531
H 9.218 15.665 11.515 -0.1 -0.1 0.3 0.404
H 7.186 15.695 12.924 -0.3 -0.3 -0.2 0.447
H 5.659 13.791 12.818 0.4 -0.5 -0.4 0.315
```
Positions in Å, forces in eV/Å.

LUMO (alpha / beta), eV: -4.0057 / -4.0547
Net charge: +1
Spin multiplicity: 5
Gap between HOMO and LUMO (alpha / beta), eV: 7.1160 / 7.1146
⟨S²⟩: 6.03
Max |F|, Eh/bohr: 0.060

***

The calculated total energy results, record by record, are as follows: -3436.831508; -3159.081770 Ha.